This record from the OMol25 dataset describes a cluster of 10 separate species, C20H33N9O in total in a non-equilibrium geometry. The level of theory is ωB97M-V with the def2-TZVPD basis set.

## Properties
* structure (SMILES): CC#N.CC#N.CC#N.CC#N.CC#N.CC#N.CC#N.CC#N.CC#N.CCO
* total charge: 0
* gap between HOMO and LUMO: 10.79 eV
* strongest force on any atom: 0.1066 hartree/bohr

```
63
Properties=species:S:1:pos:R:3:forces:R:3:nbo_charge:R:1
C 0.288313 -0.388429 -6.264682 1.337 0.855 -0.098 -0.73
C 0.318401 -1.820837 -6.352628 -0.105 -0.782 0.125 0.30
N 0.384319 -2.966742 -6.355385 0.011 0.030 -0.130 -0.35
H 0.325801 0.085493 -7.249210 0.018 -0.172 0.102 0.25
H 1.176900 -0.084071 -5.676272 -0.431 -0.055 -0.383 0.27
H -0.564728 -0.022803 -5.740530 -0.764 0.056 0.354 0.25
C -2.824947 -3.896539 1.066789 -0.400 1.060 -0.549 -0.76
C -1.404559 -4.101708 0.828873 -2.534 0.099 0.973 0.31
N -0.306644 -4.214174 0.600416 2.896 -0.279 -0.516 -0.38
H -3.326165 -4.795217 1.517071 0.499 1.050 -0.460 0.25
H -3.171730 -3.677962 0.017660 -0.386 -0.317 1.125 0.27
H -2.938509 -2.920583 1.654668 -0.071 -1.630 -0.637 0.30
C -4.166310 1.471715 0.528181 -0.324 -0.567 0.207 -0.73
C -4.079052 0.298956 -0.272305 0.151 0.752 0.047 0.32
N -3.919241 -0.571035 -0.976704 0.209 -1.964 -1.363 -0.37
H -3.466539 2.184396 0.140671 0.522 0.512 0.427 0.28
H -4.022890 1.102258 1.528603 0.452 0.570 0.610 0.26
H -5.163526 1.825328 0.446516 -0.936 0.658 0.008 0.24
C 3.544492 -5.340865 -4.781230 -1.184 2.453 1.143 -0.71
C 4.275693 -4.522131 -3.738728 -1.028 -0.428 -1.667 0.31
N 5.000342 -3.852559 -3.160319 0.174 0.244 0.679 -0.38
H 2.906925 -4.676614 -5.474005 1.484 -0.870 0.877 0.28
H 2.819603 -5.987422 -4.311188 0.079 -0.429 0.212 0.25
H 4.361547 -5.857618 -5.200576 0.408 -0.883 -1.214 0.25
C -1.953193 1.138907 3.964869 -0.578 -0.531 1.044 -0.73
C -2.396909 -0.024061 3.236109 -1.659 -4.306 -2.957 0.34
N -2.741578 -0.998259 2.636000 1.450 4.255 2.681 -0.40
H -0.912723 1.014257 4.217386 0.270 0.299 -0.095 0.28
H -2.519286 1.179596 4.895134 0.006 -0.147 0.212 0.25
H -2.169284 2.068205 3.479584 0.235 0.208 -0.685 0.27
C -0.732366 1.027135 -2.442968 0.918 -1.300 -0.908 -0.72
C 0.425581 0.162319 -2.850706 1.869 -0.814 0.467 0.31
N 1.402102 -0.455473 -3.049394 -2.391 1.441 0.238 -0.38
H -0.966388 1.601951 -3.329563 -0.316 0.334 -0.061 0.24
H -0.386985 1.681207 -1.643819 -0.351 -0.204 0.153 0.28
H -1.574183 0.355938 -2.206729 0.267 0.535 0.281 0.28
C 4.711536 -0.993272 -1.076568 0.644 0.982 -0.801 -0.75
C 4.488634 -0.636978 0.291405 -1.337 1.375 4.787 0.34
N 4.266626 -0.366106 1.425408 0.848 -0.898 -4.017 -0.41
H 5.625730 -0.493695 -1.436753 0.026 -0.676 0.260 0.26
H 3.964153 -0.607992 -1.755712 -0.685 0.024 0.153 0.28
H 4.720943 -2.056131 -1.149554 0.380 -0.793 -0.376 0.28
C 0.918748 -1.117787 2.378816 1.325 1.504 0.889 -0.74
C 0.335680 0.017908 1.598306 0.633 -0.136 0.092 0.37
N -0.000941 0.920124 0.959069 0.284 -0.864 0.579 -0.43
H 0.335932 -1.359477 3.270621 -0.409 -0.130 -0.491 0.25
H 1.936265 -0.811368 2.835049 -1.446 -0.219 -1.164 0.27
H 1.083060 -1.964361 1.729287 -0.170 -0.303 -0.072 0.28
C 3.187924 2.778484 3.205125 -0.721 -1.523 1.414 -0.72
C 1.754944 2.809437 3.568289 2.371 -0.012 -0.103 0.34
N 0.670955 2.624195 3.850895 -1.304 0.109 0.418 -0.41
H 3.492568 1.713762 3.346449 -0.055 0.776 -0.476 0.28
H 3.855516 3.382175 3.793382 -0.184 0.418 0.521 0.25
H 3.266073 3.082367 2.211608 0.321 0.214 -1.785 0.25
C -3.196830 4.421272 2.615472 0.440 -1.301 -1.909 -0.63
C -1.654278 4.222841 2.424147 -1.542 -0.453 1.404 -0.07
O -1.479792 3.296421 1.382703 1.452 -0.612 -0.271 -0.76
H -3.449173 4.851744 3.562366 -0.128 0.612 0.347 0.21
H -3.741180 3.433936 2.533076 0.763 0.830 0.258 0.20
H -3.549359 4.980955 1.729329 -0.154 0.132 0.716 0.21
H -1.287608 3.806312 3.387307 0.234 0.536 -0.656 0.18
H -1.198049 5.192037 2.215407 0.204 -0.016 0.051 0.16
H -0.580358 2.850640 1.423482 -1.586 0.691 -0.012 0.51
```
Forces are in eV/Å.



This record from the OMol25 dataset describes a structure of composition C20H34As3CoN3O2. The level of theory is ωB97M-V with the def2-TZVPD basis set.

## Properties
* ΔE to the lowest compared entry with this formula, charge and spin: 4.5 kcal per mole
* total charge: +3
* gap between HOMO and LUMO (spin up / spin down): 7.32 / 6.35 eV
* spin multiplicity: 5
* strongest force on any atom: 0.0172 hartree/bohr

```
63
Properties=species:S:1:pos:R:3:forces:R:3:mulliken_spin:R:1
Co -1.272817 1.307394 0.447834 0.594 0.388 0.525 1.09
O -2.211396 0.980262 2.124243 -0.028 0.011 -0.228 0.27
C -2.063863 1.370155 3.315677 0.086 0.027 0.123 0.12
C -2.991390 0.885166 4.308247 0.045 0.011 -0.115 0.14
C -2.842984 1.223604 5.614510 0.131 0.111 0.108 -0.02
C -1.767275 2.056412 5.999129 -0.063 -0.053 -0.008 0.26
C -0.865260 2.562828 5.053797 -0.018 0.002 0.128 -0.01
C -0.993277 2.263787 3.719254 -0.017 -0.010 -0.182 0.13
C -0.126553 2.858908 2.706761 -0.210 -0.048 0.093 -0.01
N -0.057014 2.557881 1.407739 0.102 -0.043 -0.189 0.04
C 0.852182 3.436378 0.852970 -0.069 -0.139 0.074 0.03
C 1.332078 4.263840 1.813294 -0.038 0.023 0.151 0.03
N 0.702516 3.887524 2.966394 0.133 0.049 -0.028 0.03
H -3.794559 0.246875 3.964571 0.011 0.004 -0.018 0.00
H -3.533451 0.861329 6.363739 0.000 -0.001 -0.005 0.01
H -1.638220 2.313889 7.042217 0.002 0.005 -0.013 0.00
H -0.062393 3.194932 5.410515 -0.015 -0.010 0.018 0.01
H 1.100962 3.430823 -0.185995 0.011 -0.020 -0.085 0.00
H 2.039330 5.074373 1.774324 -0.014 -0.011 0.007 0.00
H 0.817179 4.343448 3.858213 0.006 0.010 0.002 0.00
C -1.926284 2.377783 -2.967927 -0.009 0.006 -0.007 0.01
As -0.536435 1.620705 -1.861962 -0.044 -0.020 0.290 -0.03
C 1.004984 2.624288 -2.459732 0.001 0.063 -0.030 -0.01
C -0.313081 -0.098473 -2.771018 0.068 -0.053 0.010 0.02
C 0.691471 -1.157070 -2.245010 -0.100 0.047 -0.097 -0.06
C 2.000780 -0.508219 -1.797829 0.020 -0.010 -0.031 0.00
C 0.077067 -1.992854 -1.113437 0.004 -0.029 -0.095 0.04
As -0.396890 -1.059667 0.543400 -0.057 0.281 0.068 0.04
C 1.143567 -1.289494 1.684979 0.074 -0.042 0.006 0.00
C -1.641791 -2.333694 1.295730 0.015 -0.036 -0.014 0.00
C 0.929019 -2.057839 -3.493635 -0.041 0.104 0.044 0.09
As 1.957747 -3.696641 -3.376541 0.069 -0.085 -0.216 0.82
C 3.567709 -3.688229 -2.345374 0.032 -0.007 0.080 0.02
C 0.885131 -5.215587 -2.935669 -0.025 -0.036 0.086 0.03
H -1.594194 2.386913 -4.004856 -0.022 0.015 -0.024 0.00
H -2.126423 3.397776 -2.645324 -0.013 0.016 -0.010 0.00
H -2.837736 1.788475 -2.885732 -0.012 0.009 -0.014 -0.01
H 1.187441 2.358547 -3.499838 0.009 0.030 -0.034 0.00
H 1.894167 2.413328 -1.873455 0.032 0.002 -0.009 0.00
H 0.768574 3.686230 -2.412281 0.030 0.024 0.000 0.00
H -0.024591 0.210969 -3.778696 0.000 -0.031 -0.035 0.00
H -1.314028 -0.528748 -2.858114 0.007 -0.051 0.017 0.00
H 1.832048 0.199070 -0.981454 -0.034 -0.016 0.010 0.00
H 2.478716 0.037520 -2.613478 -0.010 -0.015 0.000 0.00
H 2.710981 -1.246293 -1.424342 0.005 -0.030 -0.006 0.00
H 0.756883 -2.796603 -0.812577 0.032 -0.010 -0.010 -0.02
H -0.849420 -2.463392 -1.453669 -0.003 -0.015 -0.029 0.01
H 1.479802 -2.325183 1.660456 0.025 -0.006 0.014 0.00
H 0.850967 -1.043782 2.704969 0.013 0.016 0.010 0.00
H 1.950061 -0.626604 1.379654 0.027 -0.007 0.015 0.00
H -1.180361 -3.319048 1.338334 -0.015 -0.026 0.023 0.00
H -2.544084 -2.384408 0.688410 -0.014 0.003 0.005 0.00
H -1.909067 -2.020717 2.302944 -0.007 0.001 0.007 0.00
H 1.419012 -1.480835 -4.280818 0.001 0.035 0.020 0.00
H -0.021134 -2.409186 -3.904300 -0.031 0.046 0.009 -0.01
H 4.208693 -2.863005 -2.643067 0.009 0.013 0.006 0.00
H 4.071700 -4.636923 -2.523405 0.029 0.002 0.022 0.00
H 3.289624 -3.611312 -1.292485 0.096 -0.005 0.025 0.04
H -0.061928 -5.163601 -3.466943 -0.009 -0.012 0.002 0.00
H 0.728399 -5.201921 -1.855055 -0.059 -0.084 -0.011 0.03
H 1.423953 -6.118286 -3.217777 -0.009 -0.019 0.012 0.00
O -3.872224 0.485135 -0.041373 -0.268 0.002 0.104 0.35
N -2.782619 0.631065 -0.319135 -0.468 -0.377 -0.573 0.51
```
Forces are in eV/Å.



This record from the OMol25 dataset describes a cluster of 3 separate species, C20H34BClN3O9P in total in a non-equilibrium geometry. The level of theory is ωB97M-V with the def2-TZVPD basis set.

## Properties
* ΔE to the lowest compared entry with this formula, charge and spin: 16.5 kcal per mole
* total charge: 0
* gap between HOMO and LUMO: 7.34 eV
* strongest force on any atom: 0.0390 hartree/bohr

```
69
Properties=species:S:1:pos:R:3:forces:R:3:nbo_charge:R:1
C -4.645524 0.537517 3.445381 0.274 -1.062 -0.567 -0.73
C -5.945296 -0.263561 3.392774 -1.260 0.967 0.541 0.80
O -6.952073 0.179523 3.886556 0.555 -0.239 -0.283 -0.54
O -6.003556 -1.488278 2.745099 0.871 0.836 -0.091 -0.55
C -6.711606 -1.416199 1.503078 -0.504 -0.087 -0.728 -0.07
C -5.806844 -0.969130 0.307286 -0.088 -0.563 0.959 -0.44
C -4.374078 -1.464723 0.578134 0.367 0.231 -0.989 -0.39
C -3.436245 -1.285654 -0.665219 -0.076 -0.540 -0.024 -0.44
C -1.973868 -1.168589 -0.249321 -0.796 -0.687 -0.262 0.28
C -1.338514 -2.340048 0.092764 0.757 0.373 0.023 -0.29
C 0.018928 -2.344578 0.480319 -0.545 -0.438 -0.036 0.19
C 0.643327 -3.666841 0.868326 -0.396 0.020 0.409 -0.84
B -0.263974 -4.398662 1.985611 -0.264 -0.244 0.383 1.19
O -1.393833 -5.156067 1.635507 0.560 0.486 -0.434 -0.93
O 0.026549 -4.321048 3.331577 -0.730 0.575 -0.535 -0.90
C 0.708806 -1.119689 0.478652 0.147 -0.843 0.624 -0.18
C 2.208478 -1.103799 0.852418 1.916 0.458 -0.357 0.74
O 2.950155 -0.628435 -0.036836 -1.109 -0.057 -0.071 -0.73
O 2.581056 -1.575398 1.935991 -1.284 -0.180 0.206 -0.71
C 0.008786 0.010049 0.140718 1.066 0.242 0.209 0.25
Cl 0.888661 1.506121 0.173303 -0.596 -0.274 -0.245 0.09
N -1.299627 0.008920 -0.202485 0.628 0.707 -0.047 -0.60
P -2.237686 1.509027 -0.616419 -1.940 0.509 -0.061 1.24
C -1.577837 1.907856 -2.315717 0.169 0.028 0.664 -0.99
O -1.833946 2.732969 0.407332 0.334 -0.577 -1.283 -0.95
H -3.807839 -0.168491 3.562071 -0.121 0.425 0.182 0.23
H -4.678778 1.300123 4.225609 -0.094 -0.377 -0.040 0.25
H -4.480717 1.051294 2.482554 -0.215 -0.225 0.222 0.24
H -7.600070 -0.775623 1.617313 0.337 -0.099 -0.009 0.20
H -7.092007 -2.426355 1.291806 0.296 0.216 0.277 0.19
H -5.866029 0.115621 0.132803 0.183 -0.308 0.055 0.21
H -6.199094 -1.500627 -0.573958 0.129 0.388 0.083 0.21
H -3.885912 -0.979739 1.430048 -0.448 -0.102 -0.089 0.21
H -4.429164 -2.547293 0.778023 0.104 0.388 0.224 0.21
H -3.497100 -2.231863 -1.229526 0.088 0.421 0.006 0.23
H -3.771096 -0.506107 -1.355657 0.082 -0.036 0.387 0.23
H -1.899568 -3.270622 0.044564 0.159 0.215 -0.118 0.24
H 0.609622 -4.321919 -0.018257 0.216 0.194 0.214 0.26
H 1.647877 -3.539388 1.290246 -0.186 0.079 -0.493 0.30
H -2.186514 -4.612044 1.695779 -0.109 -0.379 0.297 0.49
H 0.139859 -3.396284 3.591986 0.828 -0.232 0.139 0.51
H -0.600518 1.448733 -2.511794 -0.244 0.250 -0.066 0.26
H -1.534700 3.002531 -2.439092 0.112 -0.347 0.063 0.26
H -2.343447 1.536880 -3.013855 0.341 -0.005 0.204 0.25
H -1.350496 3.403514 -0.106021 0.306 0.059 0.568 0.51
C 7.404122 -1.805052 -2.719820 0.001 -0.064 0.033 0.53
O 7.579989 -0.790086 -3.369046 -0.046 0.038 0.009 -0.64
N 6.402743 -2.000600 -1.842650 0.194 -0.077 -0.130 -0.42
C 6.257609 -3.238197 -1.105045 -0.117 0.259 -0.006 -0.40
C 5.432185 -0.936681 -1.624817 0.225 -0.129 -0.119 -0.43
H 8.079739 -2.674454 -2.806202 -0.010 -0.032 0.026 0.09
H 5.291202 -3.690215 -1.339238 0.027 -0.098 0.111 0.19
H 6.305678 -3.031609 -0.034084 -0.055 -0.143 0.021 0.20
H 7.050271 -3.937471 -1.368483 0.013 0.057 -0.044 0.20
H 4.939947 -0.699988 -2.569637 -0.034 0.089 0.058 0.20
H 5.950223 -0.044744 -1.269370 -0.108 0.047 -0.013 0.20
H 4.689083 -1.243034 -0.892747 0.134 0.053 -0.079 0.26
C 1.468688 5.886181 -0.444410 0.050 -0.031 0.098 0.52
O 0.408396 6.175852 -0.972138 -0.040 -0.146 -0.113 -0.65
N 2.641512 5.748002 -1.087657 -0.006 -0.026 0.185 -0.42
C 3.866769 5.395864 -0.393092 -0.034 0.038 -0.282 -0.40
C 2.680344 5.958458 -2.525029 -0.235 0.050 0.090 -0.42
H 1.546438 5.705387 0.640943 0.058 0.003 0.006 0.11
H 4.605632 6.186745 -0.535751 0.078 -0.075 0.083 0.20
H 4.258768 4.460900 -0.797637 0.099 0.012 0.101 0.21
H 3.681805 5.271228 0.672115 -0.063 0.014 -0.030 0.21
H 2.349114 6.972237 -2.753595 0.008 -0.042 -0.107 0.22
H 2.004112 5.256133 -3.014465 0.040 0.058 -0.098 0.21
H 3.691084 5.811514 -2.897613 0.002 -0.025 0.087 0.21
```
Forces are in eV/Å.